(1)
Here is a cluster of 6 separate species, C34H30F40NO9PS in total from the OMol25 dataset. Energies are from the ωB97M-V functional and the def2-TZVPD basis.

Its gap between HOMO and LUMO is 7.4 eV. The energy comes out at -6779.61314 Eh. As for the molecular weight: 1419.6 g mol⁻¹. The calculation puts the HOMO energy at -9.16 eV.

ORCA input file:
```
! wB97M-V def2-TZVPD RIJCOSX def2/J DEFGRID3
* xyz 0 1
C 2.941 2.401 -2.467
C 2.831 1.715 -3.903
C 1.566 2.158 -4.805
N 3.636 0.805 -4.406
C 4.737 0.465 -3.497
C 4.605 -0.415 -2.385
C 5.909 -0.634 -1.471
O 6.178 -1.727 -0.931
C 6.808 0.695 -1.276
P 7.664 1.175 0.330
O 6.580 2.074 1.325
O 8.964 2.217 -0.020
S 8.293 -0.406 1.242
C 6.934 1.581 -2.380
C 6.175 1.142 -3.733
O 6.641 1.338 -4.876
H 3.997 2.670 -2.143
H 2.397 1.717 -1.720
H 2.361 3.394 -2.525
H 0.660 1.660 -4.298
H 1.424 3.284 -4.746
H 1.665 1.746 -5.861
H 3.599 -0.894 -2.156
H 5.698 2.105 0.876
H 8.670 2.970 -0.590
H 7.509 2.557 -2.351
F -2.122 -3.209 -2.651
C -1.812 -4.438 -3.109
F -2.835 -5.251 -2.736
C -0.490 -4.954 -2.545
F -0.557 -5.099 -1.200
F -0.289 -6.207 -3.047
C 0.764 -4.126 -2.898
O 1.225 -3.199 -1.905
C 0.631 -1.921 -1.889
F -0.132 -1.762 -2.985
F 1.649 -1.034 -2.012
C -0.130 -1.639 -0.587
F -1.121 -2.535 -0.388
F -0.710 -0.416 -0.624
H -1.795 -4.409 -4.202
H 1.584 -4.844 -2.988
H 0.695 -3.663 -3.886
H 0.542 -1.681 0.274
F -5.509 0.788 -0.369
C -5.623 1.008 0.955
F -4.790 2.042 1.240
C -5.250 -0.217 1.790
F -3.948 -0.550 1.615
F -5.373 0.130 3.106
C -6.123 -1.473 1.578
O -5.604 -2.485 0.703
C -5.844 -2.338 -0.679
F -6.724 -1.340 -0.885
F -6.470 -3.472 -1.071
C -4.551 -2.166 -1.483
F -3.860 -1.076 -1.085
F -4.820 -1.997 -2.802
H -6.644 1.336 1.167
H -6.174 -1.971 2.550
H -7.160 -1.225 1.341
H -3.902 -3.036 -1.370
F -10.274 -2.490 -4.727
C -10.146 -2.083 -3.451
F -11.306 -2.419 -2.828
C -9.899 -0.579 -3.335
F -10.954 0.127 -3.809
F -9.816 -0.276 -2.004
C -8.606 -0.051 -3.992
O -8.736 0.534 -5.296
C -8.705 -0.336 -6.406
F -8.341 -1.569 -6.009
F -7.703 0.109 -7.200
C -10.019 -0.327 -7.195
F -11.062 -0.708 -6.427
F -9.962 -1.195 -8.234
H -9.340 -2.654 -2.982
H -8.266 0.778 -3.365
H -7.791 -0.779 -3.951
H -10.233 0.670 -7.585
F 7.465 1.980 7.743
C 8.005 0.860 8.259
F 9.095 1.256 8.965
C 8.407 -0.149 7.185
F 9.376 0.352 6.383
F 8.966 -1.224 7.818
C 7.262 -0.697 6.306
O 7.083 -0.092 5.018
C 6.296 1.078 4.971
F 5.691 1.265 6.160
F 5.303 0.822 4.083
C 7.089 2.307 4.509
F 8.127 2.564 5.334
F 6.307 3.417 4.509
H 7.293 0.424 8.966
H 7.530 -1.731 6.073
H 6.319 -0.774 6.854
H 7.486 2.165 3.503
F 0.270 4.177 4.131
C 1.493 4.281 3.581
F 1.423 5.306 2.692
C 1.932 2.998 2.876
F 1.117 2.711 1.832
F 3.167 3.228 2.332
C 2.065 1.745 3.767
O 0.962 0.827 3.759
C -0.112 1.089 4.637
F 0.224 2.078 5.484
F -0.250 -0.021 5.397
C -1.425 1.361 3.892
F -1.319 2.428 3.072
F -2.424 1.637 4.765
H 2.203 4.567 4.361
H 2.892 1.164 3.349
H 2.387 1.987 4.783
H -1.718 0.498 3.289
*
```

Atomic partial charges in e from the Mulliken method, atoms 1 to 5: C -0.7750; C 0.7715; C -1.0631; N -0.5855; C 0.2296

(2)
Here is a cluster of 4 separate species, C3H15NO3 in total from the OMol25 dataset. Energies are from the ωB97M-V functional and the def2-TZVPD basis.

Its gap between HOMO and LUMO is 10.6 eV. The energy comes out at -403.77627 Eh. As for the molecular weight: 113.2 g mol⁻¹. The calculation puts the HOMO energy at -9.74 eV. The calculation puts the energy above the lowest of the compared OMol25 structures with the same formula, charge and spin at 6.9 kcal/mol.

ORCA input file:
```
! wB97M-V def2-TZVPD RIJCOSX def2/J DEFGRID3
* xyz 0 1
C -0.975 -1.151 1.057
C -1.836 0.068 0.716
C -1.843 0.425 -0.766
N -0.517 0.777 -1.302
H -1.214 -1.999 0.414
H -1.074 -1.463 2.096
H 0.061 -0.868 0.915
H -2.875 -0.015 1.039
H -1.403 0.913 1.268
H -2.587 1.174 -1.031
H -2.142 -0.509 -1.268
H -0.004 1.403 -0.705
H -0.579 1.174 -2.236
O 3.135 -0.122 0.461
H 3.533 -0.963 0.721
H 2.371 -0.464 -0.046
O 1.452 -1.229 -1.471
H 1.167 -1.911 -2.105
H 0.698 -0.555 -1.469
O 1.185 1.929 1.092
H 1.823 2.326 1.718
H 1.623 1.058 0.901
*
```

Atomic partial charges in e from the Mulliken method, atoms 1 to 5: C -0.7943; C -0.3508; C -0.6705; N -0.5093; H 0.2789

(3)
Here is a structure of composition C6H10N4O from the OMol25 dataset. Energies are from the ωB97M-V functional and the def2-TZVPD basis.

Its gap between HOMO and LUMO is 8.3 eV. The energy comes out at -528.74713 Eh. As for the molecular weight: 154.2 g mol⁻¹. The calculation puts the HOMO energy at -8.66 eV. The calculation puts the energy above the lowest of the compared OMol25 structures with the same formula, charge and spin at 84.9 kcal/mol.

ORCA input file:
```
! wB97M-V def2-TZVPD RIJCOSX def2/J DEFGRID3
* xyz 0 1
C -0.631 1.537 2.839
C -1.420 -0.282 2.194
C 0.473 1.427 -1.613
C 0.980 -0.949 -2.108
C 0.718 0.021 -0.957
C -0.378 -0.470 -0.016
N -1.557 0.603 3.112
N 0.072 1.283 1.734
N 0.272 -2.103 0.569
N -0.470 0.081 1.277
O -0.488 -3.014 0.398
H -0.502 2.391 3.555
H -1.836 -1.221 2.129
H 1.401 1.726 -2.085
H 0.095 2.123 -0.836
H -0.262 1.411 -2.342
H 1.982 -0.628 -2.573
H 0.132 -1.085 -2.787
H 1.113 -1.990 -1.795
H 1.576 -0.074 -0.308
H -1.269 -0.785 -0.384
*
```

Atomic partial charges in e from the Mulliken method, atoms 1 to 5: C -0.0982; C 0.0039; C -1.3942; C -1.4779; C 0.6239

(4)
Here is a cluster of 3 separate species, C30H52Cl2FI2N2O14P in total from the OMol25 dataset. Energies are from the ωB97M-V functional and the def2-TZVPD basis.

Its gap between HOMO and LUMO is 9.2 eV. The energy comes out at -4294.11831 Eh. As for the molecular weight: 1039.4 g mol⁻¹. The calculation puts the HOMO energy at -9.27 eV.

ORCA input file:
```
! wB97M-V def2-TZVPD RIJCOSX def2/J DEFGRID3
* xyz 0 1
C -6.520 2.445 -0.132
O -5.744 2.685 -1.308
C -4.830 3.749 -1.125
C -4.017 4.041 -2.421
C -2.546 4.373 -1.986
C -1.667 4.387 -3.294
C -0.914 3.022 -3.369
C 0.184 2.849 -2.264
C 0.694 1.388 -2.363
C 1.748 0.993 -1.275
C 1.365 1.431 0.172
C 1.951 0.569 1.328
C 2.176 1.463 2.588
O 1.258 -0.665 1.610
C -0.057 -0.541 2.122
C -1.207 -0.950 1.105
I -0.411 -1.870 -0.698
C -2.188 0.290 0.795
C -2.785 0.271 -0.636
I -3.919 0.049 2.140
C -0.138 -1.549 3.356
C 0.933 -1.252 4.457
C 0.436 -0.163 5.445
O -0.162 -0.477 6.395
O 0.719 1.181 5.257
O -1.434 -1.228 3.963
C -1.901 -2.274 4.610
N -2.295 -3.158 5.189
O -0.215 -2.918 2.990
C 1.026 -3.560 2.879
F 1.360 -4.248 4.031
C 0.910 -4.629 1.754
Cl 2.006 -4.417 0.372
C 0.055 -5.652 1.740
C 0.044 -6.579 0.513
Cl -1.031 -5.934 3.105
P 3.694 0.046 0.860
N 4.511 1.175 0.155
O 3.565 -1.346 0.041
O 4.450 -0.352 2.286
H -6.104 2.975 0.744
H -7.560 2.764 -0.337
H -6.545 1.361 0.085
H -4.117 3.506 -0.301
H -5.347 4.679 -0.792
H -3.969 3.095 -2.987
H -4.409 4.896 -2.990
H -2.245 3.553 -1.311
H -2.447 5.369 -1.526
H -2.302 4.438 -4.198
H -0.906 5.186 -3.284
H -1.671 2.232 -3.167
H -0.507 2.793 -4.371
H -0.180 3.138 -1.267
H 1.022 3.493 -2.603
H -0.101 0.626 -2.407
H 1.235 1.314 -3.330
H 2.681 1.510 -1.569
H 1.939 -0.084 -1.397
H 1.790 2.445 0.304
H 0.268 1.554 0.213
H 1.214 1.910 2.894
H 2.650 0.918 3.412
H 2.807 2.322 2.294
H -0.342 0.458 2.491
H -1.864 -1.714 1.544
H -1.752 1.254 1.091
H -3.671 0.941 -0.617
H -3.180 -0.732 -0.857
H -2.113 0.678 -1.406
H 1.134 -2.129 5.097
H 1.893 -0.993 3.981
H 1.442 1.415 5.859
H 1.857 -2.899 2.591
H -0.252 -5.938 -0.342
H -0.718 -7.364 0.619
H 1.052 -6.949 0.283
H 5.332 1.437 0.694
H 4.446 -1.683 -0.190
H 5.296 0.113 2.347
C -3.951 -4.390 1.363
O -4.198 -3.806 0.086
C -4.828 -4.596 -0.784
O -5.197 -5.724 -0.580
O -4.979 -3.916 -1.926
C -5.643 -4.643 -2.958
H -3.437 -3.652 1.976
H -4.888 -4.653 1.853
H -3.309 -5.264 1.263
H -6.653 -4.912 -2.650
H -5.076 -5.533 -3.228
H -5.705 -3.991 -3.826
C 8.845 4.403 -3.883
O 7.746 3.496 -3.963
C 7.749 2.545 -3.023
O 8.576 2.411 -2.157
O 6.678 1.774 -3.212
C 6.552 0.706 -2.271
H 8.733 5.121 -4.691
H 8.833 4.938 -2.934
H 9.790 3.875 -4.012
H 6.449 1.093 -1.263
H 7.406 0.031 -2.340
H 5.650 0.152 -2.521
*
```

Atomic partial charges in e from the Mulliken method, atoms 1 to 5: C -0.6870; O -0.3971; C -0.3524; C -0.7251; C 0.0875

(5)
Here is a structure of composition C4H6CuO3 from the OMol25 dataset. Energies are from the ωB97M-V functional and the def2-TZVPD basis.

Its gap between HOMO and LUMO (alpha / beta) is 10.6 / 8.0 eV. The energy comes out at -2021.38189 Eh. As for the molecular weight: 165.6 g mol⁻¹. The calculation puts the HOMO energy (alpha / beta) at -21.17 / -21.54 eV. The calculation puts the energy above the lowest of the compared OMol25 structures with the same formula, charge and spin at 1.6 kcal/mol.

ORCA input file:
```
! wB97M-V def2-TZVPD RIJCOSX def2/J DEFGRID3
* xyz 2 2
O -1.462 0.026 -0.826
C -1.161 -0.212 0.341
C -1.963 0.083 1.538
H -3.024 -0.070 1.330
H -1.635 -0.560 2.367
H -1.761 1.117 1.854
C 1.072 -0.374 -0.499
O 2.025 0.422 -0.378
Cu -0.227 -0.919 -2.016
O 0.175 -0.351 0.585
C 1.938 1.609 0.593
H 1.961 1.183 1.600
H 2.802 2.242 0.368
H 1.051 2.231 0.479
*
```

Atomic partial charges in e from the Mulliken method, atoms 1 to 5: O -0.4129; C 0.8706; C -0.8823; H 0.3584; H 0.3815

(6)
Here is a cluster of 5 separate species, C6H14Cl8IP in total from the OMol25 dataset. Energies are from the ωB97M-V functional and the def2-TZVPD basis.

Its gap between HOMO and LUMO is 8.4 eV. The energy comes out at -4557.56809 Eh. As for the molecular weight: 527.7 g mol⁻¹. The calculation puts the HOMO energy at -8.36 eV.

ORCA input file:
```
! wB97M-V def2-TZVPD RIJCOSX def2/J DEFGRID3
* xyz 0 1
Cl -1.362 -1.615 -3.364
C -1.019 -1.042 -5.003
Cl -2.374 -1.328 -6.099
H -0.824 0.023 -4.960
H -0.151 -1.571 -5.378
Cl -5.031 0.743 -0.688
C -4.369 -0.061 -2.115
Cl -4.463 0.962 -3.554
H -3.328 -0.296 -1.924
H -4.932 -0.969 -2.296
Cl 3.568 -1.037 3.635
C 2.812 0.462 4.190
Cl 1.242 0.157 4.942
H 3.465 0.930 4.919
H 2.667 1.117 3.341
Cl 1.263 3.325 3.028
C -0.410 2.870 2.677
Cl -0.567 2.217 1.046
H -0.719 2.113 3.389
H -1.037 3.750 2.764
C 2.612 -1.503 0.492
C 1.680 -0.291 0.189
P 0.240 -0.824 -0.881
I -1.613 -1.228 0.675
H 2.356 -2.006 1.416
H 3.654 -1.188 0.548
H 2.554 -2.173 -0.363
H 1.262 0.145 1.092
H 2.267 0.438 -0.365
H 0.559 -2.119 -1.354
*
```

Atomic partial charges in e from the Mulliken method, atoms 1 to 5: Cl -0.1553; C -0.3609; Cl -0.1483; H 0.2624; H 0.3463

(7)
Here is a structure of composition C9H10IN3O3Tc from the OMol25 dataset. Energies are from the ωB97M-V functional and the def2-TZVPD basis.

Its gap between HOMO and LUMO (alpha / beta) is 7.2 / 7.3 eV. The energy comes out at -1116.76687 Eh. As for the molecular weight: 433.1 g mol⁻¹. The calculation puts the HOMO energy (alpha / beta) at -16.75 / -17.26 eV.

ORCA input file:
```
! wB97M-V def2-TZVPD RIJCOSX def2/J DEFGRID3
* xyz 2 4
Tc -0.085 -0.524 -0.099
N -1.450 -0.797 1.563
C -1.884 -2.223 1.610
C -2.242 -2.584 0.124
O -3.114 -3.301 -0.292
N -1.409 -1.864 -0.695
C -1.930 -1.625 -2.019
C -1.927 -0.090 -2.229
O -2.338 0.470 -3.165
O -1.199 0.484 -1.188
H -0.886 -0.635 2.379
H -2.298 -0.237 1.480
H -2.760 -2.313 2.229
H -0.995 -2.797 1.899
H -2.973 -1.890 -2.300
H -1.182 -1.900 -2.794
I 2.133 -0.568 -1.908
C 2.426 0.962 -0.531
C 3.409 1.907 -0.627
C 3.503 2.762 0.401
C 2.564 2.839 1.387
C 1.509 1.966 1.364
N 1.488 0.981 0.396
H 4.088 1.934 -1.471
H 4.273 3.490 0.366
H 2.621 3.653 2.046
H 0.657 1.901 2.074
*
```

Atomic partial charges in e from the Mulliken method, atoms 1 to 5: Tc 0.8737; N -0.5178; C -0.4656; C 0.4445; O -0.4725

(8)
Here is a cluster of 2 separate species, C2H8NO2P in total from the OMol25 dataset. Energies are from the ωB97M-V functional and the def2-TZVPD basis.

Its gap between HOMO and LUMO is 9.6 eV. The energy comes out at -627.53313 Eh. As for the molecular weight: 109.1 g mol⁻¹. The calculation puts the HOMO energy at -8.96 eV. The calculation puts the energy above the lowest of the compared OMol25 structures with the same formula, charge and spin at 77.1 kcal/mol.

ORCA input file:
```
! wB97M-V def2-TZVPD RIJCOSX def2/J DEFGRID3
* xyz 0 1
C 1.189 -1.183 0.163
C 0.465 0.066 -0.065
N 1.269 1.189 0.145
O -2.044 1.220 -0.215
O -1.898 -1.279 -0.292
P -1.297 -0.067 0.273
H 1.175 -1.273 1.196
H 2.161 -0.956 -0.135
H 0.587 -2.038 -0.183
H -0.030 0.101 -1.697
H 0.675 1.958 0.124
H 2.163 1.310 -0.461
H -2.854 0.865 -0.445
H -1.562 0.087 1.592
*
```

Atomic partial charges in e from the Mulliken method, atoms 1 to 5: C -1.3481; C 0.3688; N -0.6018; O -0.4314; O -0.6129

Which of these has the highest molecular weight?
C34H30F40NO9PS

energy of number 5 (C4H6CuO3)?
-2021.38189 Eh